1.
C23H23OP2Ti | ωB97M-V/def2-TZVPD

Structure (XYZ):
```
50
Properties=species:S:1:pos:R:3
C -0.865 -0.516 -1.473
C -1.065 0.781 -1.912
C -0.299 1.865 -1.384
C 1.068 1.729 -0.975
C 1.655 0.464 -0.821
Ti -0.026 0.304 0.087
P 0.763 -2.161 0.391
H -1.519 -1.354 -1.687
H -1.895 1.052 -2.595
H -0.770 2.854 -1.358
H 2.717 0.275 -0.712
H 1.599 2.661 -0.751
H 2.143 -2.487 0.555
H 0.549 -2.991 -0.741
H 0.208 -3.031 1.374
O -0.313 0.802 1.997
P -0.204 0.292 3.460
C -1.647 -0.680 3.891
C -2.591 -0.998 2.903
C -3.759 -1.677 3.250
C -3.984 -2.071 4.573
C -3.026 -1.800 5.555
C -1.879 -1.074 5.222
C 1.307 -0.640 3.713
C 1.424 -1.516 4.802
C 2.650 -2.125 5.077
C 3.753 -1.887 4.251
C 3.631 -1.036 3.153
C 2.423 -0.390 2.901
C -0.137 1.654 4.614
C -1.318 2.138 5.193
C -1.255 3.117 6.187
C -0.013 3.626 6.585
C 1.166 3.172 5.980
C 1.105 2.196 4.985
H -2.424 -0.681 1.870
H -4.499 -1.891 2.481
H -4.906 -2.589 4.838
H -3.178 -2.138 6.582
H -1.177 -0.822 6.018
H 0.569 -1.724 5.443
H 2.743 -2.785 5.940
H 4.712 -2.357 4.472
H 4.480 -0.852 2.491
H 2.351 0.312 2.068
H -2.281 1.725 4.888
H -2.177 3.461 6.657
H 0.034 4.384 7.366
H 2.135 3.569 6.290
H 2.021 1.842 4.509
```

Output
Relative energy (zero: lowest compared OMol25 entry of this formula, charge and spin)   0.0 kJ/mol
Multiplicity   2
HOMO-LUMO gap (spin up / spin down)   4.46 / 5.95 eV
⟨S²⟩   0.7551



2.
C23H24AlBF6N9PS2 | ωB97M-V/def2-TZVPD

Structure (XYZ):
```
67
Properties=species:S:1:pos:R:3
Al -0.703 0.289 0.608
C -3.256 -0.784 2.831
C -2.673 -1.682 1.796
C -3.075 -2.970 1.447
C -2.171 -3.389 0.492
N -1.282 -2.413 0.277
N -1.596 -1.350 1.067
B 0.039 -2.365 -0.542
N 1.151 -1.728 0.344
C 2.226 -2.295 0.888
C 2.880 -1.354 1.664
C 2.117 -0.199 1.561
C 2.350 1.111 2.222
N 1.076 -0.423 0.732
N -0.208 -1.322 -1.671
C -0.023 -1.425 -2.983
C -0.558 -0.305 -3.588
C -1.076 0.464 -2.561
C -1.848 1.719 -2.813
N -0.861 -0.149 -1.368
N 0.458 -3.727 -0.981
C 0.504 -4.866 -0.227
C 1.263 -5.785 -0.889
C 1.686 -5.121 -2.068
C 2.553 -5.649 -3.158
N 1.215 -3.888 -2.105
H -3.193 -1.268 3.806
H -2.711 0.154 2.908
H -4.312 -0.595 2.638
H -3.902 -3.526 1.849
H -2.108 -4.317 -0.049
H 2.467 -3.323 0.673
H 3.785 -1.487 2.227
H 3.345 1.128 2.662
H 2.281 1.938 1.518
H 1.622 1.272 3.015
H 0.469 -2.299 -3.375
H -0.602 -0.091 -4.641
H -2.261 1.659 -3.818
H -2.692 1.846 -2.143
H -1.221 2.612 -2.793
H 0.011 -4.935 0.728
H 1.481 -6.793 -0.586
H 2.292 -6.679 -3.394
H 2.441 -5.045 -4.056
H 3.602 -5.630 -2.859
S -3.279 1.686 0.575
C -2.199 2.778 0.182
N -0.855 2.420 -0.067
C -0.137 3.432 -0.420
C 1.262 3.378 -0.770
C 1.865 4.530 -1.120
C 1.136 5.779 -1.139
C -0.189 5.895 -0.829
C -0.865 4.723 -0.473
S -2.477 4.511 -0.083
H 1.772 2.425 -0.743
H 2.910 4.549 -1.394
H 1.683 6.670 -1.423
H -0.691 6.851 -0.863
F -0.755 1.153 2.070
P -0.019 4.018 3.562
F 0.885 3.940 2.283
F -0.785 2.874 4.252
F 1.241 3.740 4.451
F -0.223 5.431 4.114
F -1.265 4.197 2.552
```

Output
Relative energy (zero: lowest compared OMol25 entry of this formula, charge and spin)   0.0 kJ/mol
Total charge   +2
HOMO-LUMO gap   3.20 eV



3.
C23H24BrClINO2Y | ωB97M-V/def2-TZVPD

Structure (XYZ):
```
54
Properties=species:S:1:pos:R:3
Y 0.840 -1.972 -1.237
Cl 4.995 -6.745 -4.306
C 3.668 -5.891 -3.594
C 2.439 -6.466 -3.560
C 1.335 -5.784 -2.976
I -0.471 -6.763 -2.973
C 1.469 -4.534 -2.438
O 0.414 -3.887 -1.877
C 2.778 -3.914 -2.474
N 2.973 -2.648 -1.933
C 4.172 -2.096 -1.942
C 5.297 -2.715 -2.494
C 5.134 -3.957 -3.043
C 3.874 -4.590 -3.046
H 2.293 -7.451 -3.976
H 4.253 -1.111 -1.494
H 6.252 -2.215 -2.477
H 5.969 -4.482 -3.484
C -2.500 3.677 3.661
C -1.741 2.373 3.886
C -2.627 1.422 4.698
C -0.465 2.679 4.679
C -1.358 1.698 2.571
C -0.649 0.488 2.596
C -0.319 -0.078 1.393
Br 0.648 -1.737 1.491
C -0.631 0.449 0.130
O -0.186 -0.275 -0.941
C -1.334 1.647 0.091
C -1.670 2.222 1.333
C -1.762 2.417 -1.166
C -1.370 1.747 -2.484
C -3.287 2.570 -1.160
C -1.102 3.802 -1.138
H -2.750 4.118 4.626
H -3.436 3.523 3.122
H -1.908 4.411 3.112
H -2.918 1.889 5.640
H -2.105 0.496 4.945
H -3.537 1.159 4.158
H -0.713 3.165 5.624
H 0.204 3.341 4.126
H 0.087 1.769 4.920
H -0.371 0.015 3.525
H -2.212 3.154 1.305
H -1.819 0.761 -2.599
H -0.291 1.647 -2.593
H -1.731 2.376 -3.299
H -3.776 1.595 -1.177
H -3.609 3.124 -2.043
H -3.650 3.109 -0.286
H -0.014 3.715 -1.137
H -1.389 4.385 -0.264
H -1.393 4.371 -2.022
```

Output
Total charge   +1
HOMO-LUMO gap   7.38 eV



4.
C23H24ClF9O4S | ωB97M-V/def2-TZVPD

Structure (XYZ):
```
62
Properties=species:S:1:pos:R:3
C 4.058 -2.635 0.579
C 4.512 -1.893 -0.766
C 3.786 -0.480 -0.968
Cl 3.675 -0.227 -2.816
C 2.297 -0.409 -0.435
C 1.782 0.472 0.535
C 2.696 1.575 1.212
C 2.879 1.341 2.816
C 2.152 2.568 3.593
C 1.889 2.270 5.131
O 1.056 1.463 5.557
O 2.656 3.048 6.071
C 0.221 0.349 0.899
O -0.078 0.700 2.073
C -0.837 -0.215 -0.147
C -2.400 0.162 -0.117
C -3.005 0.032 1.385
C -4.606 0.119 1.408
F -5.158 0.504 0.144
F -4.885 1.261 2.244
C -5.354 -1.090 2.106
F -6.732 -0.755 2.230
F -4.882 -1.148 3.449
S -5.184 -2.779 1.368
F -6.699 -2.599 0.660
F -4.491 -2.266 -0.043
F -3.739 -3.105 2.111
F -5.974 -3.397 2.727
F -5.159 -4.325 0.762
C -0.310 -1.104 -1.129
C 1.260 -1.449 -1.083
O 1.585 -2.559 -1.551
H 4.813 -3.436 0.874
H 3.945 -1.825 1.383
H 3.048 -3.147 0.468
H 4.258 -2.569 -1.653
H 5.654 -1.749 -0.754
H 4.478 0.337 -0.601
H 3.689 1.765 0.700
H 2.110 2.567 1.135
H 3.971 1.238 3.120
H 2.284 0.408 3.128
H 1.147 2.740 3.058
H 2.727 3.554 3.469
H 3.507 3.200 5.592
H -2.924 -0.509 -0.867
H -2.468 1.241 -0.486
H -2.567 0.937 1.945
H -2.582 -0.883 1.906
H -0.949 -1.607 -1.916
C -1.290 1.784 -5.443
C -1.017 1.616 -4.090
C 0.179 1.028 -3.689
C 1.100 0.605 -4.641
C 0.823 0.765 -5.995
C -0.371 1.356 -6.396
H -2.219 2.248 -5.756
H -1.736 1.944 -3.346
H 0.394 0.900 -2.633
H 2.034 0.149 -4.326
H 1.538 0.429 -6.738
H -0.586 1.482 -7.452
```

Output
SMILES   CC[C@@H](Cl)C1=C(CCCC(=O)O)C(=O)C(CCC(F)(F)C(F)(F)S(F)(F)(F)(F)F)=CC1=O.c1ccccc1
HOMO-LUMO gap   7.89 eV